# 1
Below is a molecular structure, C43H40BrF4N4O4SSbSc in a non-equilibrium geometry, with properties calculated with wB97M-V/def2-TZVPD.

Each line ends with the Löwdin charge.
Geometry (Å):
1 Sc 0.85 -1.54 1.42  0.9618
2 C -0.20 -4.72 2.18  -0.0626
3 C -0.86 -3.98 3.33  -0.2091
4 N -0.35 -2.60 3.47  -0.2054
5 C 0.45 -2.48 4.71  -0.2411
6 C 1.67 -3.39 4.72  -0.0912
7 C -1.50 -1.68 3.54  -0.1802
8 C -2.20 -1.56 2.18  -0.1924
9 N -1.22 -1.58 1.10  -0.0965
10 C -1.69 -1.72 -0.14  -0.2186
11 C -0.76 -1.99 -1.18  -0.1271
12 F 0.57 -2.10 -0.75  0.0022
13 C -1.09 -2.18 -2.50  -0.2158
14 F -0.13 -2.43 -3.41  0.1025
15 C -2.42 -2.13 -2.90  0.0612
16 C -3.37 -1.86 -1.92  -0.2212
17 F -4.66 -1.79 -2.27  0.0993
18 C -3.03 -1.65 -0.60  -0.1196
19 F -4.04 -1.36 0.26  0.0730
20 H -0.60 -5.73 2.12  0.0873
21 H 0.88 -4.80 2.34  0.0554
22 H -0.39 -4.20 1.24  0.0670
23 H -0.71 -4.53 4.27  0.1219
24 H -1.94 -3.96 3.15  0.1167
25 H -0.18 -2.69 5.59  0.1319
26 H 0.79 -1.44 4.79  0.0926
27 H 1.40 -4.43 4.87  0.0767
28 H 2.33 -3.09 5.53  0.0816
29 H 2.22 -3.30 3.78  0.0310
30 H -1.15 -0.69 3.86  0.0949
31 H -2.23 -2.02 4.29  0.1386
32 H -2.80 -0.63 2.16  0.1249
33 H -2.89 -2.40 2.05  0.1200
34 H -2.71 -2.30 -3.92  0.1390
35 C -1.09 3.42 3.39  -0.0209
36 C 0.06 2.47 3.46  -0.2251
37 C 1.23 2.77 4.14  0.0167
38 C 2.27 1.86 4.14  -0.0655
39 C 2.08 0.67 3.46  -0.6752
40 Br 3.47 -0.62 3.42  0.9423
41 N 0.96 0.33 2.83  -0.0418
42 C -0.02 1.24 2.82  -0.1522
43 H -1.02 4.16 4.19  0.0867
44 H -2.03 2.89 3.47  0.0883
45 H -1.08 3.95 2.44  0.0889
46 H 1.33 3.70 4.68  0.1288
47 H 3.20 2.06 4.65  0.1128
48 H -0.91 0.96 2.26  0.0829
49 O 2.35 -0.46 0.58  -0.2241
50 C 3.30 -0.84 -0.11  -0.1416
51 C 3.76 -2.18 -0.21  -0.1049
52 C 4.85 -2.49 -1.04  0.0749
53 C 5.35 -3.76 -1.08  -0.1351
54 C 4.79 -4.78 -0.28  0.0431
55 C 3.72 -4.51 0.53  0.0390
56 C 3.14 -3.21 0.59  -0.2924
57 O 2.14 -2.98 1.35  -0.1620
58 N 6.46 -4.06 -1.95  -0.3667
59 O 6.86 -3.16 -2.66  0.0886
60 O 6.90 -5.18 -1.93  0.0985
61 H 3.87 -0.08 -0.67  0.1588
62 H 5.29 -1.72 -1.65  0.1361
63 H 5.23 -5.77 -0.31  0.1305
64 H 3.28 -5.29 1.13  0.1248
65 S 0.19 1.20 -0.32  0.1846
66 Sb -0.82 2.38 -1.99  1.3033
67 C -0.65 4.43 -1.40  -0.3496
68 C 0.51 4.83 -0.76  -0.1444
69 C 0.68 6.15 -0.39  -0.0779
70 C -0.32 7.07 -0.64  -0.0736
71 C -1.49 6.67 -1.26  -0.0753
72 C -1.66 5.35 -1.65  -0.1225
73 C -2.90 1.94 -2.24  -0.3437
74 C -3.81 2.40 -1.31  -0.1293
75 C -5.15 2.09 -1.46  -0.0674
76 C -5.57 1.31 -2.52  -0.0640
77 C -4.65 0.84 -3.45  -0.0803
78 C -3.31 1.14 -3.30  -0.1407
79 C 0.00 2.21 -3.96  -0.3371
80 C -0.76 2.59 -5.05  -0.1309
81 C -0.23 2.48 -6.33  -0.0695
82 C 1.06 2.01 -6.51  -0.0676
83 C 1.82 1.65 -5.41  -0.0723
84 C 1.29 1.75 -4.13  -0.1261
85 H 1.28 4.09 -0.55  0.0786
86 H 1.60 6.46 0.10  0.1068
87 H -0.19 8.10 -0.35  0.1083
88 H -2.27 7.39 -1.45  0.1088
89 H -2.57 5.04 -2.14  0.0979
90 H -3.47 3.01 -0.48  0.1011
91 H -5.87 2.45 -0.73  0.1095
92 H -6.61 1.06 -2.63  0.1127
93 H -4.98 0.23 -4.27  0.1145
94 H -2.58 0.76 -4.01  0.0962
95 H -1.77 2.97 -4.92  0.1008
96 H -0.83 2.77 -7.18  0.1106
97 H 1.47 1.93 -7.50  0.1098
98 H 2.83 1.29 -5.55  0.1083
99 H 1.88 1.46 -3.27  0.0875

- HOMO energy (eV) = -10.12
- charge = +1
- orbital gap (eV) = 6.836
- relative energy (zero: lowest compared OMol25 entry of this formula, charge and spin) (kJ/mol) = 120.4

# 2
Below is 3 unconnected molecules or ions with the total composition C35H44F16N3O11PS in a non-equilibrium geometry, with properties calculated with wB97M-V/def2-TZVPD.

Each line ends with the Löwdin charge.
Geometry (Å):
1 C 4.86 -3.39 -1.39  -0.0929
2 C 5.28 -3.16 -2.84  -0.2401
3 C 4.06 -3.02 -3.78  -0.1768
4 C 3.41 -1.65 -3.55  -0.1874
5 N 1.92 -1.71 -3.48  0.0448
6 C 1.32 -1.20 -2.31  -0.1406
7 C 1.16 0.18 -2.08  -0.0815
8 C 1.73 1.15 -3.13  -0.0824
9 C 2.81 2.09 -2.52  -0.1761
10 C 4.26 1.74 -2.85  -0.1617
11 C 5.14 2.36 -1.75  -0.1398
12 N 5.17 1.54 -0.55  -0.0972
13 C 5.99 1.76 0.52  -0.1023
14 C 5.74 0.83 1.50  -0.0889
15 C 4.71 -0.01 1.01  -0.0781
16 C 4.39 0.45 -0.24  -0.1127
17 C 0.49 0.64 -0.94  -0.1263
18 C 0.17 2.10 -0.74  -0.1004
19 C -0.80 2.58 -1.87  -0.1819
20 C -2.13 3.15 -1.38  -0.2020
21 S -3.42 1.91 -1.64  0.5909
22 O -2.86 0.60 -1.65  -0.2702
23 O -4.10 2.25 -2.85  -0.2741
24 O -4.43 2.08 -0.41  -0.1494
25 C 0.03 -0.27 0.05  -0.0901
26 P -0.75 0.25 1.59  0.4690
27 O 0.24 0.87 2.50  -0.2577
28 O -1.50 -0.97 2.24  -0.0916
29 O -1.93 1.29 1.32  -0.1329
30 C 0.23 -1.63 -0.20  -0.0582
31 C 0.83 -2.07 -1.36  -0.0220
32 C 0.81 -3.58 -1.32  -0.3373
33 O 1.55 -4.37 -1.78  0.1822
34 N -0.30 -3.90 -0.43  0.0647
35 C -1.61 -3.68 -1.02  -0.1869
36 O -2.33 -4.90 -1.03  -0.1408
37 C -3.71 -4.69 -0.82  -0.1016
38 C -0.07 -2.89 0.60  -0.3353
39 O -0.03 -3.11 1.76  0.1766
40 H 5.51 -2.87 -0.70  0.0675
41 H 3.86 -2.97 -1.22  0.0507
42 H 4.79 -4.45 -1.15  0.0772
43 H 5.81 -2.21 -2.89  0.1005
44 H 5.95 -3.95 -3.18  0.1025
45 H 3.36 -3.81 -3.51  0.0962
46 H 4.38 -3.13 -4.81  0.1062
47 H 3.78 -1.24 -2.62  0.0798
48 H 3.66 -1.01 -4.39  0.1105
49 H 1.62 -2.67 -3.61  0.1070
50 H 0.89 1.73 -3.49  0.0984
51 H 2.11 0.57 -3.96  0.0998
52 H 2.75 2.03 -1.44  0.0776
53 H 2.62 3.10 -2.88  0.1189
54 H 4.59 2.16 -3.80  0.1178
55 H 4.44 0.67 -2.81  0.0782
56 H 6.13 2.64 -2.08  0.1238
57 H 4.64 3.30 -1.47  0.1228
58 H 6.71 2.55 0.63  0.1152
59 H 6.26 0.81 2.44  0.0766
60 H 4.27 -0.85 1.51  0.0938
61 H 3.61 0.04 -0.86  0.0912
62 H -0.33 2.26 0.20  0.0697
63 H 1.03 2.75 -0.76  0.1125
64 H -0.31 3.34 -2.47  0.1145
65 H -1.03 1.74 -2.52  0.0985
66 H -2.07 3.44 -0.33  0.0939
67 H -2.40 4.03 -1.95  0.1084
68 H -3.95 2.58 0.26  0.0727
69 H -0.88 -1.44 2.82  0.0858
70 H -1.79 1.97 1.99  0.0986
71 H -1.54 -3.32 -2.05  0.1533
72 H -2.19 -2.95 -0.45  0.1373
73 H -4.18 -4.13 -1.64  0.0895
74 H -3.90 -4.21 0.14  0.0900
75 H -4.18 -5.67 -0.79  0.0891
76 C 2.29 0.49 5.28  -0.0438
77 C 1.59 1.01 6.55  -0.4410
78 C 1.74 2.50 6.87  -0.3028
79 F 3.03 2.84 7.07  0.0959
80 F 1.06 2.77 8.01  0.0924
81 F 1.96 0.26 7.61  0.1323
82 F 0.26 0.81 6.36  0.1013
83 O 3.55 -0.15 5.43  0.0495
84 C 4.72 0.55 5.47  -0.5394
85 C 5.45 0.40 6.81  -0.2839
86 F 4.67 0.81 7.83  0.1028
87 F 6.56 1.17 6.79  0.0983
88 F 4.53 1.85 5.14  0.1487
89 F 5.52 0.02 4.52  0.1306
90 H 1.64 -0.30 4.91  0.1413
91 H 2.31 1.24 4.49  0.1395
92 H 1.33 3.11 6.07  0.1726
93 H 5.73 -0.64 6.97  0.1755
94 C -7.58 0.44 -0.43  -0.0385
95 C -7.79 -0.69 -1.45  -0.4382
96 C -7.86 -0.32 -2.93  -0.2986
97 F -8.88 0.51 -3.20  0.0981
98 F -8.04 -1.45 -3.65  0.0945
99 F -8.88 -1.41 -1.10  0.1326
100 F -6.72 -1.52 -1.32  0.1008
101 O -8.72 0.96 0.24  0.0495
102 C -9.50 1.95 -0.31  -0.5436
103 C -10.93 1.47 -0.59  -0.2869
104 F -10.93 0.41 -1.42  0.1031
105 F -11.62 2.47 -1.18  0.0991
106 F -8.93 2.49 -1.40  0.1529
107 F -9.60 2.93 0.61  0.1400
108 H -6.99 0.00 0.37  0.1496
109 H -6.95 1.24 -0.83  0.1299
110 H -6.92 0.15 -3.25  0.1736
111 H -11.42 1.19 0.34  0.1751

- HOMO energy (eV) = -8.41
- orbital gap (eV) = 7.902
- SMILES = CCCCNc1c(CCCCn2cccc2)c(CCCS(=O)(=O)O)c(P(=O)(O)O)c2c1C(=O)N(COC)C2=O.FC(F)C(F)(F)COC(F)(F)C(F)F.FC(F)C(F)(F)COC(F)(F)C(F)F

# 3
Below is a molecular structure, C36H33Cl2N9O4RuS2 in a non-equilibrium geometry, with properties calculated with wB97M-V/def2-TZVPD.

Each line ends with the Mulliken spin population.
Geometry (Å):
1 Ru -0.17 -0.70 0.47  0.7987
2 O -1.74 1.23 -1.49  -0.0030
3 S -3.15 -1.50 -0.80  -0.0058
4 O -4.09 -2.51 -0.28  0.0013
5 N -1.52 -1.91 -0.43  0.1330
6 C -1.15 -3.24 -0.52  -0.0093
7 C -1.89 -4.28 -1.07  0.0400
8 C -1.39 -5.59 -1.08  -0.0203
9 C -0.16 -5.90 -0.55  0.0497
10 C 0.64 -4.86 -0.03  -0.0151
11 C 1.93 -5.08 0.49  0.0062
12 C 2.65 -4.01 0.95  -0.0106
13 C 2.10 -2.73 0.87  0.0073
14 N 0.90 -2.48 0.38  -0.0407
15 C 0.15 -3.54 -0.05  -0.0001
16 C -3.10 -1.78 -2.58  0.0048
17 C -4.33 -2.04 -3.17  -0.0017
18 C -4.40 -2.19 -4.55  0.0002
19 C -3.25 -2.09 -5.32  0.0000
20 C -2.03 -1.83 -4.72  0.0009
21 C -1.94 -1.67 -3.35  0.0102
22 H -2.87 -4.08 -1.47  0.0061
23 H -2.00 -6.37 -1.51  -0.0004
24 H 0.20 -6.92 -0.54  0.0012
25 H 2.33 -6.08 0.54  0.0000
26 H 3.64 -4.13 1.36  -0.0004
27 H 2.66 -1.87 1.22  -0.0010
28 H -5.21 -2.14 -2.56  0.0003
29 H -5.36 -2.40 -5.02  0.0000
30 H -3.31 -2.21 -6.40  0.0001
31 H -1.13 -1.76 -5.32  0.0000
32 H -0.99 -1.48 -2.88  -0.0036
33 Cl 3.23 2.98 -5.54  0.0008
34 C 2.49 2.09 -4.25  0.0067
35 C 2.55 0.70 -4.26  -0.0038
36 C 1.93 -0.01 -3.26  0.0044
37 Cl 2.02 -1.74 -3.28  0.0003
38 C 1.19 0.60 -2.21  -0.0085
39 O 0.52 -0.23 -1.44  0.0079
40 C 1.23 2.02 -2.19  0.0111
41 C 0.74 2.87 -1.10  -0.0013
42 O 0.33 2.51 -0.02  0.0042
43 C 1.85 2.73 -3.23  -0.0038
44 H 3.09 0.18 -5.04  -0.0001
45 H 0.81 3.95 -1.32  0.0003
46 H 1.83 3.82 -3.20  -0.0001
47 C -0.38 -1.33 5.57  0.0020
48 N -1.16 -0.35 4.82  0.0054
49 C -1.77 0.77 5.34  0.0006
50 C -2.34 1.43 4.32  0.0023
51 N -2.08 0.70 3.16  0.0054
52 C -1.34 -0.39 3.49  0.0048
53 S -0.70 -1.63 2.52  0.0228
54 C -2.62 1.08 1.90  -0.0089
55 C -3.83 1.73 1.92  0.0015
56 C -4.27 2.32 0.74  -0.0003
57 C -3.51 2.21 -0.39  0.0019
58 C -2.35 1.42 -0.34  -0.0014
59 N -1.90 0.85 0.79  -0.0094
60 H -0.54 -1.14 6.63  0.0002
61 H 0.67 -1.23 5.33  -0.0001
62 H -0.72 -2.33 5.33  0.0005
63 H -1.73 1.00 6.39  0.0003
64 H -2.86 2.37 4.30  0.0006
65 H -4.41 1.79 2.82  0.0001
66 H -5.21 2.87 0.72  0.0000
67 H -3.79 2.65 -1.34  -0.0002
68 H -0.95 0.65 -1.42  0.0075
69 C 3.88 4.04 -0.08  -0.0008
70 C 3.93 4.21 1.44  -0.0001
71 C 2.73 4.98 1.99  0.0001
72 C 4.12 2.86 2.13  -0.0001
73 N 3.01 1.91 1.95  -0.0011
74 C 2.82 0.93 1.07  0.0005
75 N 1.77 0.23 1.43  0.0001
76 N 1.28 0.87 2.54  -0.0021
77 N 2.00 1.86 2.84  0.0028
78 H 3.71 5.00 -0.57  0.0000
79 H 3.07 3.38 -0.37  0.0004
80 H 4.81 3.63 -0.47  0.0000
81 H 4.85 4.76 1.68  0.0000
82 H 1.82 4.38 1.92  0.0000
83 H 2.58 5.89 1.42  0.0000
84 H 2.88 5.25 3.03  0.0000
85 H 4.21 2.97 3.20  0.0000
86 H 5.02 2.38 1.75  0.0000
87 H 3.49 0.71 0.25  -0.0012

- HOMO energy (spin up / spin down) (eV) = -9.98 / -9.93
- 2S+1 = 2
- charge = +1
- orbital gap (spin up / spin down) (eV) = 7.569 / 6.066
- relative energy (zero: lowest compared OMol25 entry of this formula, charge and spin) (kJ/mol) = 66.8

# 4
Below is 2 unconnected molecules or ions with the total composition C3H10NO2 in a non-equilibrium geometry, with properties calculated with wB97M-V/def2-TZVPD.

Each line ends with the Löwdin charge.
Geometry (Å):
1 C -0.33 0.27 -0.80  -0.4720
2 O 0.78 0.96 -0.53  -0.2870
3 C -0.97 -0.37 0.44  -0.4712
4 C -1.05 0.63 1.58  -0.1076
5 N -0.20 -1.53 0.91  0.0037
6 H -1.11 0.86 -1.37  0.0916
7 H -0.21 -0.58 -1.52  0.0905
8 H -2.01 -0.71 0.30  0.1139
9 H -0.03 0.88 1.89  0.0595
10 H -1.57 0.18 2.42  0.0529
11 H -1.57 1.53 1.25  0.0728
12 H 0.71 -1.20 1.22  0.0530
13 H 0.07 -2.07 0.08  0.0525
14 H 1.78 0.54 -1.56  -0.0223
15 H 3.30 0.38 -1.98  -0.0257
16 O 2.42 0.22 -2.34  -0.2047

- HOMO energy (eV) = -3.37
- charge = -1
- orbital gap (eV) = 7.780
- relative energy (zero: lowest compared OMol25 entry of this formula, charge and spin) (kJ/mol) = 8.8